The following is a quantum chemistry calculation of a cluster of 8 separate species, C38H77N3O7S in total at a distorted geometry, from the OMol25 dataset.

Atoms and positions in Å:
C  -7.630  1.975  3.228
C  -6.339  1.721  2.396
C  -5.820  3.074  1.889
N  -4.490  3.050  1.238
N  -3.682  1.946  1.622
C  -3.150  1.230  0.506
C  -4.061  0.498  -0.255
C  -3.667  -0.212  -1.361
C  -2.332  -0.218  -1.746
C  -1.403  0.506  -1.039
C  -1.841  1.209  0.078
S  -0.576  2.110  0.968
C  -1.370  2.352  2.543
C  -0.576  2.648  3.643
C  -1.119  2.859  4.892
C  -0.190  3.147  6.071
C  0.245  1.762  6.670
N  -0.854  1.002  7.265
C  -2.501  2.804  5.030
C  -3.280  2.497  3.934
C  -2.750  2.245  2.665
H  -7.318  2.480  4.156
H  -8.013  1.000  3.560
H  -8.382  2.549  2.679
H  -5.651  1.208  3.077
H  -6.551  1.046  1.556
H  -6.538  3.433  1.133
H  -5.888  3.799  2.722
H  -3.992  3.904  1.478
H  -5.121  0.471  -0.014
H  -4.376  -0.780  -1.961
H  -2.008  -0.803  -2.608
H  -0.342  0.530  -1.285
H  0.501  2.677  3.457
H  0.696  3.715  5.773
H  -0.806  3.627  6.845
H  1.092  1.879  7.358
H  0.597  1.165  5.817
H  -1.501  0.699  6.540
H  -1.416  1.624  7.844
H  -3.012  2.992  5.975
H  -4.357  2.460  4.077
C  1.358  -1.677  -3.625
C  1.318  -2.920  -2.753
C  0.969  -2.574  -1.314
O  2.588  -3.574  -2.795
H  2.124  -0.981  -3.266
H  1.619  -1.936  -4.652
H  0.394  -1.163  -3.629
H  0.584  -3.621  -3.150
H  1.720  -1.904  -0.883
H  0.952  -3.472  -0.695
H  -0.007  -2.089  -1.253
H  3.245  -2.960  -2.445
C  0.152  -0.790  3.944
C  -0.649  -1.946  3.367
C  0.014  -2.509  2.121
O  -1.971  -1.503  3.051
H  0.220  0.026  3.220
H  -0.342  -0.393  4.830
H  1.163  -1.102  4.216
H  -0.749  -2.733  4.117
H  0.081  -1.745  1.339
H  -0.574  -3.331  1.712
H  1.019  -2.874  2.340
H  -1.898  -0.805  2.388
C  -1.795  -4.555  -7.463
C  -0.807  -3.746  -6.638
C  0.602  -3.855  -7.201
O  -0.820  -4.206  -5.287
H  -1.527  -5.616  -7.456
H  -2.799  -4.476  -7.044
H  -1.822  -4.211  -8.499
H  -1.115  -2.699  -6.619
H  0.946  -4.893  -7.185
H  1.303  -3.278  -6.596
H  0.645  -3.489  -8.229
H  -0.549  -5.131  -5.286
C  -2.470  7.152  2.124
C  -1.069  7.295  2.703
C  -0.012  7.211  1.612
O  -0.844  6.272  3.669
H  -2.587  6.180  1.636
H  -3.218  7.204  2.917
H  -2.679  7.936  1.394
H  -0.983  8.249  3.225
H  -0.054  6.242  1.107
H  0.987  7.306  2.041
H  -0.148  7.997  0.867
H  -0.919  5.419  3.221
C  5.056  0.823  -3.682
C  4.791  1.183  -2.230
C  5.824  2.168  -1.703
O  4.808  -0.002  -1.430
H  6.033  0.345  -3.794
H  4.313  0.111  -4.041
H  5.027  1.707  -4.322
H  3.793  1.616  -2.135
H  6.827  1.734  -1.747
H  5.625  2.409  -0.658
H  5.820  3.093  -2.282
H  5.685  -0.394  -1.505
C  0.648  -5.153  5.845
C  1.083  -5.782  4.529
C  1.749  -7.131  4.757
O  1.987  -4.908  3.854
H  1.511  -4.980  6.494
H  0.180  -4.184  5.671
H  -0.061  -5.792  6.374
H  0.217  -5.906  3.878
H  2.647  -7.020  5.371
H  2.063  -7.567  3.807
H  1.072  -7.828  5.253
H  2.759  -4.788  4.417
C  3.742  -0.988  -8.699
C  4.732  -0.180  -7.874
C  6.141  -0.289  -8.437
O  4.718  -0.643  -6.524
H  4.008  -2.049  -8.693
H  2.739  -0.907  -8.277
H  3.715  -0.643  -9.734
H  4.425  0.867  -7.854
H  6.483  -1.328  -8.423
H  6.841  0.287  -7.831
H  6.186  0.077  -9.464
H  4.986  -1.568  -6.525

- Net charge: 0
- Total energy: -2583.18678 hartree

Löwdin population analysis, charges in e, atoms 1 to 6: atom 1 (C): -0.110, atom 2 (C): -0.259, atom 3 (C): -0.217, atom 4 (N): 0.014, atom 5 (N): -0.079, atom 6 (C): -0.218

---

The following is a quantum chemistry calculation of a cluster of 11 separate species, C38H79O32PS2 in total at a distorted geometry, from the OMol25 dataset.

Atoms and positions in Å:
C  -3.586  0.309  -6.543
C  -3.111  -0.666  -5.431
C  -4.143  -1.763  -5.350
S  -5.759  -0.860  -5.757
O  -6.536  -0.707  -4.507
O  -6.400  -1.487  -6.925
C  -5.048  0.838  -6.298
H  -3.600  -0.168  -7.523
H  -2.844  1.105  -6.466
H  -3.141  -0.066  -4.521
H  -2.123  -1.058  -5.672
H  -4.247  -2.369  -4.451
H  -3.996  -2.464  -6.171
H  -4.912  1.489  -5.434
H  -5.626  1.288  -7.105
C  -0.534  1.155  -1.142
C  -1.587  0.223  -1.743
C  -1.682  -0.892  -0.751
S  0.088  -1.382  -0.322
O  0.585  -2.393  -1.231
O  0.230  -1.506  1.143
C  0.733  0.328  -0.839
H  -0.951  1.623  -0.250
H  -0.338  2.023  -1.771
H  -1.504  -0.188  -2.749
H  -2.509  0.803  -1.791
H  -2.198  -1.816  -1.014
H  -2.127  -0.434  0.132
H  1.290  0.192  -1.766
H  1.415  0.631  -0.044
C  -5.890  -2.303  -1.595
O  -6.149  -2.696  -0.307
C  -5.365  -2.317  0.739
O  -4.295  -1.738  0.745
O  -6.131  -2.579  1.878
C  -5.504  -2.514  3.184
H  -6.668  -2.803  -2.171
H  -4.975  -2.825  -1.877
H  -5.643  -1.252  -1.746
H  -5.286  -1.522  3.580
H  -4.526  -2.977  3.055
H  -5.992  -3.046  4.001
C  -4.216  1.340  2.182
O  -4.112  1.685  0.789
C  -5.163  1.718  -0.123
O  -5.110  1.965  -1.342
O  -6.349  1.393  0.516
C  -7.545  1.180  -0.158
H  -3.801  2.214  2.684
H  -3.572  0.468  2.295
H  -5.236  1.155  2.519
H  -8.251  0.625  0.460
H  -7.421  0.473  -0.978
H  -7.877  2.176  -0.449
C  -3.532  0.299  7.997
O  -2.449  0.149  7.097
C  -2.741  -0.022  5.783
O  -3.814  -0.224  5.214
O  -1.541  -0.175  5.194
C  -1.486  -0.327  3.755
H  -4.273  1.003  7.618
H  -3.242  0.567  9.013
H  -4.019  -0.672  8.087
H  -1.842  0.561  3.233
H  -2.077  -1.150  3.354
H  -0.441  -0.540  3.530
C  -1.106  3.695  1.197
O  0.127  3.022  1.341
C  0.512  2.595  2.545
O  -0.118  2.748  3.560
O  1.631  1.837  2.303
C  2.238  0.990  3.309
H  -1.666  3.495  0.284
H  -0.910  4.767  1.215
H  -1.815  3.404  1.972
H  2.212  1.468  4.288
H  3.295  1.038  3.048
H  1.867  -0.035  3.307
C  2.654  -2.736  3.559
O  2.391  -2.402  4.975
C  3.293  -1.716  5.732
O  4.346  -1.148  5.327
O  2.994  -1.986  7.036
C  3.860  -1.388  8.009
H  1.787  -2.434  2.973
H  2.710  -3.789  3.285
H  3.383  -2.103  3.052
H  3.683  -0.315  8.079
H  4.915  -1.593  7.828
H  3.588  -1.823  8.971
C  4.122  1.964  -0.141
O  4.831  0.779  -0.655
C  4.559  -0.438  -0.283
O  3.790  -0.734  0.642
O  5.387  -1.220  -0.937
C  5.414  -2.657  -0.739
H  3.087  1.802  -0.442
H  4.641  2.767  -0.664
H  4.173  2.035  0.945
H  4.464  -3.130  -0.990
H  5.740  -2.887  0.275
H  6.204  -3.100  -1.347
C  1.997  -5.312  -0.871
O  2.733  -5.469  -2.107
C  3.990  -5.814  -2.032
O  4.666  -5.833  -1.015
O  4.417  -5.962  -3.270
C  5.796  -6.170  -3.612
H  2.122  -4.248  -0.670
H  2.379  -5.910  -0.043
H  0.937  -5.545  -0.967
H  6.004  -6.349  -4.667
H  6.154  -7.060  -3.094
H  6.469  -5.391  -3.252
C  -1.205  -4.377  -3.310
O  -1.749  -5.547  -2.682
C  -2.884  -5.443  -2.008
O  -3.364  -4.387  -1.697
O  -3.492  -6.673  -1.811
C  -2.905  -7.858  -2.377
H  -0.836  -3.700  -2.539
H  -1.905  -3.900  -3.996
H  -0.376  -4.683  -3.948
H  -3.710  -8.566  -2.576
H  -2.205  -8.308  -1.674
H  -2.524  -7.744  -3.392
C  3.833  9.039  0.269
C  4.989  8.163  0.601
O  5.315  7.356  -0.481
P  4.567  5.928  -0.726
O  4.181  5.154  0.481
O  3.424  6.333  -1.813
C  2.714  5.178  -2.313
C  1.315  5.250  -1.771
O  5.571  5.119  -1.678
C  6.679  4.371  -1.215
C  7.795  5.231  -0.624
H  2.925  8.517  -0.035
H  3.580  9.554  1.195
H  3.938  9.865  -0.434
H  5.864  8.794  0.756
H  4.876  7.522  1.476
H  2.681  5.278  -3.398
H  3.193  4.241  -2.030
H  0.731  4.400  -2.125
H  1.169  5.270  -0.691
H  0.790  6.070  -2.261
H  6.441  3.764  -0.341
H  7.083  3.684  -1.959
H  8.091  5.830  -1.485
H  7.497  5.861  0.214
H  8.654  4.631  -0.323

- Net charge: +1
- 2S+1: 2
- Total energy: -5040.34571 hartree

Löwdin population analysis, charges in e, atoms 1 to 6: atom 1 (C): -0.235, atom 2 (C): -0.245, atom 3 (C): -0.205, atom 4 (S): 0.751, atom 5 (O): -0.370, atom 6 (O): -0.345

---

The following is a quantum chemistry calculation of a cluster of 4 separate species, C38H80FN5O4P in total at a distorted geometry, from the OMol25 dataset.

Atoms and positions in Å:
C  -2.877  -0.452  0.471
C  -1.483  -0.647  1.253
C  -1.257  -2.201  1.365
C  0.088  -2.656  2.047
C  1.381  -2.639  1.129
C  1.312  -1.723  -0.123
C  1.839  -0.351  -0.033
C  2.523  0.285  1.213
C  1.588  0.565  2.443
O  0.506  1.444  2.160
C  -0.023  2.077  3.335
C  -0.113  1.156  4.609
C  1.749  0.510  -1.241
C  2.284  1.965  -1.309
O  3.447  2.153  -1.529
O  1.485  3.094  -1.169
N  0.148  2.709  -1.306
C  1.157  -0.068  -2.439
F  1.123  0.742  -3.553
C  0.655  -1.452  -2.485
C  0.067  -1.904  -3.850
C  -1.175  -1.024  -4.337
C  -2.558  -1.453  -3.706
O  -3.600  -0.691  -4.357
N  0.762  -2.224  -1.324
P  0.212  -3.952  -1.360
C  -1.603  -4.054  -1.862
C  1.264  -4.943  -2.546
H  -3.153  -1.422  -0.050
H  -2.776  0.296  -0.370
H  -3.724  -0.215  1.162
H  -1.615  -0.120  2.230
H  -0.725  -0.102  0.639
H  -1.450  -2.636  0.354
H  -2.092  -2.586  2.027
H  0.187  -2.084  3.011
H  -0.066  -3.731  2.364
H  2.232  -2.242  1.761
H  1.673  -3.702  0.904
H  3.060  1.252  0.989
H  3.318  -0.433  1.560
H  1.300  -0.420  2.895
H  2.234  1.082  3.221
H  0.542  3.013  3.632
H  -1.086  2.366  3.083
H  0.907  0.942  5.049
H  -0.549  0.142  4.371
H  -0.726  1.579  5.443
H  -0.110  2.841  -2.286
H  -0.451  3.242  -0.678
H  -0.194  -2.986  -3.923
H  0.877  -1.726  -4.621
H  -1.247  -1.206  -5.449
H  -1.046  0.069  -4.114
H  -2.516  -1.268  -2.600
H  -2.750  -2.529  -3.965
H  -3.930  -0.103  -3.652
H  -2.168  -3.144  -1.511
H  -2.048  -4.959  -1.356
H  -1.731  -4.219  -2.963
H  2.339  -4.737  -2.268
H  1.105  -6.040  -2.356
H  1.096  -4.701  -3.634
C  4.151  -10.001  -4.310
C  4.461  -8.581  -4.766
N  4.767  -7.664  -3.677
C  4.811  -6.270  -4.097
C  5.903  -5.855  -5.086
C  5.836  -8.074  -2.774
C  7.219  -8.329  -3.378
H  3.325  -10.015  -3.595
H  3.861  -10.609  -5.170
H  5.017  -10.483  -3.852
H  3.574  -8.214  -5.293
H  5.271  -8.620  -5.507
H  4.876  -5.627  -3.212
H  3.840  -6.026  -4.547
H  6.875  -5.767  -4.601
H  5.670  -4.869  -5.498
H  5.988  -6.544  -5.926
H  5.518  -8.985  -2.259
H  5.932  -7.336  -1.971
H  7.172  -8.888  -4.314
H  7.821  -8.915  -2.680
H  7.759  -7.400  -3.556
C  1.246  8.336  7.239
C  1.986  7.813  6.015
N  1.643  6.443  5.658
C  2.533  5.874  4.652
C  2.527  6.507  3.259
C  0.226  6.168  5.459
C  -0.509  6.977  4.386
H  1.413  7.693  8.106
H  1.607  9.336  7.488
H  0.171  8.415  7.066
H  3.055  7.855  6.245
H  1.818  8.507  5.180
H  2.330  4.802  4.552
H  3.556  5.927  5.041
H  1.646  6.216  2.685
H  3.396  6.158  2.693
H  2.581  7.595  3.295
H  -0.291  6.321  6.412
H  0.089  5.101  5.251
H  -0.245  8.035  4.404
H  -1.588  6.908  4.551
H  -0.318  6.588  3.386
C  -5.688  1.528  -1.563
C  -6.774  2.245  -0.772
N  -6.289  2.899  0.434
C  -7.363  3.361  1.307
C  -8.289  4.459  0.782
C  -5.189  3.838  0.254
C  -5.410  5.022  -0.689
H  -5.170  0.792  -0.943
H  -6.135  1.001  -2.410
H  -4.950  2.225  -1.970
H  -7.512  1.490  -0.486
H  -7.289  2.948  -1.441
H  -6.937  3.686  2.261
H  -7.981  2.492  1.562
H  -7.811  5.439  0.807
H  -9.175  4.528  1.419
H  -8.636  4.263  -0.233
H  -4.317  3.278  -0.101
H  -4.879  4.218  1.233
H  -5.920  4.737  -1.611
H  -4.444  5.450  -0.973
H  -5.978  5.819  -0.210

- Net charge: +1
- Relative energy (zero: lowest compared OMol25 entry of this formula, charge and spin): 279.83 kJ/mol

Löwdin population analysis, charges in e, atoms 1 to 6: atom 1 (C): -0.104, atom 2 (C): -0.214, atom 3 (C): -0.208, atom 4 (C): -0.168, atom 5 (C): -0.153, atom 6 (C): -0.125

---

Molecular weight
In order: 720.1; 1143.1; 721.1
Unit: g/mol